(1)
Formula: C2H6N4O2
Source: the Open Molecules 2025 dataset
Level of theory: ωB97M-V with the def2-TZVPD basis set

Geometry as XYZ:
```
14
Properties=species:S:1:pos:R:3:forces:R:3
C 0.3486 -1.8303 -0.3068 0.20 0.36 1.50
N 0.3272 -0.3581 -0.3571 0.00 -3.08 -0.80
N 1.4229 0.0527 0.0238 -0.42 3.74 1.70
O 2.3704 -0.4253 0.5696 1.19 -1.60 -0.27
O 1.4608 1.4443 0.0806 1.47 0.05 0.05
H 0.8933 -2.1938 -1.1475 0.62 -0.52 -0.44
H 0.7351 -2.2243 0.6676 0.22 0.45 -0.87
H -0.6354 -2.1992 -0.3424 -1.43 -0.17 -0.44
H 0.5733 1.7859 -0.1331 -0.40 -0.03 -0.52
N -2.0151 0.5382 1.0315 -0.02 -1.13 1.64
C -1.4888 1.1446 0.1489 -0.99 0.34 0.86
N -1.0319 1.9832 -0.5799 0.60 1.09 0.30
H -1.5449 -0.0085 1.7568 -0.50 0.04 -0.78
H -1.4158 2.2905 -1.4120 -0.56 0.45 -1.93
```
Positions in Å, forces in eV/Å.

## Properties
Orbital gap = 0.3979 Eh
Structure (SMILES) = C/N=[N+](\[O-])O.N=C=N
Charge = 0
Energy above the lowest of the compared OMol25 structures with the same formula, charge and spin = 497.00 kJ/mol


(2)
Formula: C2H6N4O2
Source: the Open Molecules 2025 dataset
Level of theory: ωB97M-V with the def2-TZVPD basis set

Geometry as XYZ:
```
14
Properties=species:S:1:pos:R:3:forces:R:3
H 0.2350 -0.6136 2.3361 -0.55 -0.36 -0.62
N -0.6898 -0.9514 2.0047 0.86 2.53 -3.62
C -1.0393 -0.3677 0.8228 -1.56 -1.79 4.72
N -2.3042 -0.7762 0.4120 -1.96 -2.16 0.72
O -0.5572 0.6219 0.0499 1.17 -0.09 -0.46
N 0.8270 0.9220 0.3049 0.57 2.70 0.14
C 1.6737 0.9767 -0.9516 -0.07 -1.76 -1.04
N 1.5346 -0.2372 -1.6661 -0.60 -1.41 -1.36
O 2.4800 1.8389 -1.2453 -1.48 -0.87 1.18
H -2.5505 -1.6104 1.0889 0.38 2.53 -1.92
H -3.1711 -0.2268 0.1036 2.58 -0.65 0.61
H 0.7905 1.9010 0.7880 0.36 -2.21 -1.46
H 0.7766 -0.9361 -1.4092 1.46 1.66 -0.16
H 1.9947 -0.5412 -2.6387 -1.14 1.89 3.27
```
Positions in Å, forces in eV/Å.

## Properties
Orbital gap = 0.3599 Eh
Structure (SMILES) = [H]/N=C(/N)ONC(N)=O
Charge = 0
Energy above the lowest of the compared OMol25 structures with the same formula, charge and spin = 232.38 kJ/mol


(3)
Formula: C2H6N4O2
Source: the Open Molecules 2025 dataset
Level of theory: ωB97M-V with the def2-TZVPD basis set

Geometry as XYZ:
```
14
Properties=species:S:1:pos:R:3:forces:R:3
C -0.3034 -1.1831 -0.1113 -4.86 -1.15 0.06
C -0.8639 1.0190 0.5005 -4.89 2.69 5.81
H 3.0474 -0.9592 -0.5988 -5.39 0.40 -2.37
H 1.3131 -0.0893 -1.5680 2.42 -2.61 1.75
H 0.4869 -2.6897 -1.0711 1.97 2.19 1.93
H -0.8830 2.8368 0.9234 -1.11 1.32 0.61
H 0.7230 2.3469 1.0968 -3.35 -0.78 -2.68
H -2.4536 -0.0241 0.8244 1.66 1.89 1.79
N 1.8611 -1.0216 -1.2255 1.79 0.40 1.50
N 0.9356 -1.8758 -0.4105 -2.99 0.23 -2.70
N -0.2637 2.2482 0.4459 4.67 0.88 1.83
N -1.9123 0.8435 1.2589 -1.02 -1.37 -3.34
O -1.5145 -1.5939 -0.0252 5.40 -0.33 -0.42
O -0.1727 0.1421 -0.0395 5.71 -3.74 -3.76
```
Positions in Å, forces in eV/Å.

## Properties
Orbital gap = 0.3584 Eh
Charge = 0
Energy above the lowest of the compared OMol25 structures with the same formula, charge and spin = 455.36 kJ/mol